This record from the OMol25 dataset describes a 5-piece molecular cluster, C3H9N5O overall at a distorted geometry. The level of theory is ωB97M-V/def2-TZVPD.

Summary:
Energy above the lowest of the compared OMol25 structures with the same formula, charge and spin ... 374.40 kcal/mol
HOMO ... -8.90 eV
Frontier orbital gap ... 7.9 eV

ORCA input file:
```
! RIJCOSX wB97M-V def2-TZVPD def2/J DEFGRID3
* xyz 0 1
C 1.4866 -2.4944 -0.9105
C -0.8600 0.1880 -1.2085
C -0.7833 1.6601 1.5149
H 1.1044 -4.0760 -0.1421
H 2.3393 -1.3657 0.1097
H 2.0862 -2.8662 -2.4277
H 0.8802 -0.8951 -2.7640
H -1.4222 -0.0243 -2.0462
H -0.5519 2.9775 0.1370
H -0.4558 0.0167 2.8726
H -0.6594 -0.2577 1.1954
H -0.0188 3.2601 2.1699
N 0.2133 -1.6870 -1.7424
N 0.1551 -0.4384 -0.8031
N -0.4249 1.9274 0.2892
N -1.0214 0.3854 1.8065
N -0.6661 2.3856 2.5687
O -1.4012 1.3041 -0.6193
*
```